No. 1
Entry from the Open Molecules 2025 dataset: a molecular structure, C21H18N6O2Pt (ωB97M-V/def2-TZVPD).

```
48
Properties=species:S:1:pos:R:3:mulliken_spin:R:1
Pt 0.048 -0.369 0.428 1.3020
O -2.204 -2.316 3.391 0.0572
C -1.714 -1.643 2.492 -0.0126
N -0.441 -1.647 2.047 0.1794
C 0.611 -2.299 2.631 0.0165
C 0.537 -3.011 3.834 0.0127
C 1.684 -3.482 4.431 -0.0017
C 2.924 -3.308 3.822 0.0053
C 3.021 -2.672 2.603 0.0021
C 1.880 -2.134 1.994 0.0082
N 1.895 -1.348 0.872 0.1550
C 2.997 -1.068 0.147 -0.0135
O 4.084 -1.631 0.183 0.0442
C 2.782 0.076 -0.802 0.0328
C 3.683 0.283 -1.839 -0.0028
C 3.483 1.341 -2.711 0.0066
C 2.428 2.206 -2.454 -0.0023
C 1.625 1.967 -1.351 -0.0052
N 1.757 0.907 -0.558 0.0444
C -2.574 -0.678 1.727 0.0446
C -3.955 -0.812 1.759 -0.0032
C -4.751 0.103 1.091 0.0091
C -4.122 1.162 0.447 -0.0033
C -2.745 1.244 0.487 -0.0020
N -1.966 0.336 1.077 0.0409
H -0.423 -3.152 4.300 0.0003
H 1.618 -3.995 5.379 0.0009
H 3.821 -3.679 4.297 0.0012
H 3.981 -2.563 2.125 -0.0002
H 4.519 -0.390 -1.937 0.0024
H 4.137 1.501 -3.556 0.0003
H 2.242 3.060 -3.091 -0.0005
H 0.845 2.660 -1.073 0.0066
H -4.375 -1.633 2.315 0.0020
H -5.825 0.007 1.073 0.0005
H -4.692 1.928 -0.056 -0.0010
H -2.234 2.085 0.040 0.0072
C -1.415 1.702 -4.483 0.0020
N -1.188 1.856 -3.064 0.0007
C -1.410 3.167 -2.497 0.0032
C -0.993 0.822 -2.302 0.0311
N -0.786 -0.096 -1.622 0.0287
H -2.420 2.041 -4.756 0.0003
H -1.301 0.653 -4.750 -0.0006
H -0.679 2.291 -5.039 0.0000
H -2.470 3.438 -2.531 0.0000
H -0.840 3.907 -3.062 0.0001
H -1.079 3.183 -1.460 0.0003
```

The electronic energy is -38349.4409 eV. Its HOMO energy (spin up / spin down) is -6.58 / -6.70 eV. Its spin multiplicity is 3. The HOMO-LUMO gap (spin up / spin down) comes out at 6.49 / 5.77 eV.

***

No. 2
Entry from the Open Molecules 2025 dataset: 5 unconnected molecules or ions with the total composition C15H43BO14PS5 (ωB97M-V/def2-TZVPD).

```
79
Properties=species:S:1:pos:R:3:lowdin_charge:R:1
C 6.525 3.392 3.018 0.0115
O 5.461 3.967 2.217 0.0527
B 4.243 3.621 2.541 -0.9343
O 3.813 3.554 3.826 0.1503
S 3.035 3.154 1.143 0.8983
P 1.068 2.731 2.007 0.7580
C 0.768 4.131 3.160 -0.2884
C 1.420 1.202 2.953 -0.2950
H 6.520 2.316 2.954 0.1026
H 7.445 3.792 2.641 0.1008
H 6.452 3.696 4.047 0.0991
H 3.664 2.620 4.067 0.1267
H 2.831 4.228 0.357 -0.0193
H 1.066 3.853 4.157 0.0407
H 1.432 4.932 2.881 0.0346
H -0.251 4.470 3.108 0.0406
H 1.055 1.251 3.969 0.0593
H 0.992 0.357 2.447 0.0385
H 2.485 1.011 2.987 0.0241
O -2.894 1.684 2.430 -0.3060
S -4.213 2.112 2.059 0.5597
O -5.218 1.162 1.719 -0.2622
O -4.090 3.183 0.894 -0.2585
C -3.372 2.807 -0.303 -0.2428
C -4.153 1.849 -1.181 -0.0596
C -4.859 3.187 3.291 -0.1141
H -2.398 2.395 -0.031 0.1057
H -3.195 3.739 -0.835 0.1217
H -4.298 0.886 -0.695 0.0560
H -3.618 1.678 -2.115 0.0863
H -5.139 2.254 -1.406 0.0909
H -4.114 3.938 3.537 0.0713
H -5.084 2.573 4.161 0.0808
H -5.767 3.645 2.910 0.0806
O 2.010 3.674 -2.131 -0.3155
S 3.071 3.868 -3.085 0.5545
O 3.261 5.125 -3.725 -0.2527
O 3.003 2.721 -4.165 -0.2557
C 1.767 2.547 -4.906 -0.2345
C 1.548 3.627 -5.946 -0.0674
C 4.599 3.388 -2.348 -0.1269
H 0.930 2.488 -4.209 0.1141
H 1.858 1.578 -5.388 0.1245
H 1.398 4.602 -5.486 0.0721
H 0.666 3.396 -6.541 0.0868
H 2.412 3.705 -6.605 0.0892
H 4.474 2.416 -1.877 0.0689
H 4.853 4.145 -1.608 0.0689
H 5.366 3.352 -3.117 0.0821
O -2.774 -4.915 -0.117 -0.2805
S -4.067 -4.389 0.202 0.5759
O -4.769 -3.585 -0.745 -0.2646
O -3.964 -3.609 1.584 -0.2542
C -2.976 -2.565 1.690 -0.2423
C -3.360 -1.310 0.932 -0.0835
C -5.122 -5.684 0.751 -0.1153
H -2.006 -2.949 1.364 0.1126
H -2.898 -2.346 2.753 0.1229
H -3.391 -1.492 -0.143 0.0740
H -2.638 -0.516 1.121 0.0648
H -4.345 -0.970 1.233 0.0678
H -4.597 -6.279 1.492 0.0763
H -5.362 -6.287 -0.122 0.0795
H -6.025 -5.246 1.165 0.0780
O 1.975 -6.961 -3.230 -0.2670
S 2.228 -6.169 -2.069 0.5591
O 3.073 -6.657 -1.026 -0.2756
O 0.842 -5.703 -1.450 -0.2632
C -0.129 -6.727 -1.124 -0.2413
C 0.245 -7.516 0.115 -0.0699
C 2.796 -4.575 -2.556 -0.1281
H -0.271 -7.384 -1.983 0.1181
H -1.062 -6.197 -0.955 0.0864
H 1.149 -8.103 -0.040 0.0695
H -0.561 -8.200 0.378 0.0821
H 0.430 -6.845 0.954 0.0831
H 2.139 -4.188 -3.329 0.0729
H 3.805 -4.704 -2.941 0.0750
H 2.805 -3.927 -1.684 0.0685
```

The electronic energy is -109052.3283 eV. Its HOMO energy is -11.97 eV. The HOMO-LUMO gap comes out at 8.48 eV. The net charge is +1.

***

No. 3
Entry from the Open Molecules 2025 dataset: 4 unconnected molecules or ions with the total composition C34H54FN4S (ωB97M-V/def2-TZVPD).

```
94
Properties=species:S:1:pos:R:3:lowdin_charge:R:1
C -4.436 -2.512 0.802 -0.1294
C -3.728 -1.114 0.491 -0.2514
C -2.141 -1.340 0.383 -0.2173
C -1.587 -0.812 -1.021 -0.1983
C -0.006 -0.882 -1.129 -0.2062
C 0.781 0.012 -0.074 -0.1963
C 2.277 -0.538 0.212 -0.1913
C 2.551 -0.427 1.775 -0.2101
C 3.816 -1.259 2.291 -0.1825
C 3.386 -2.111 3.568 -0.2096
C 3.633 -3.677 3.448 -0.1902
C 3.356 -4.289 2.008 -0.1391
C 2.528 -5.667 2.054 -0.1782
N 3.191 -6.746 1.192 0.1207
C 2.221 -7.483 0.295 -0.2420
F 1.531 -8.542 0.912 0.0358
C 1.193 -6.320 -0.033 -0.0357
C 1.051 -5.685 1.457 -0.2757
C 0.320 -4.306 1.155 -0.4136
S 0.213 -3.192 2.647 0.8594
C -0.358 -4.180 4.103 -0.5010
C -1.946 -4.346 4.120 -0.1616
H -5.558 -2.405 0.910 0.0729
H -4.254 -3.267 -0.020 0.0735
H -4.047 -2.947 1.770 0.0592
H -4.095 -0.655 -0.480 0.1004
H -3.947 -0.428 1.370 0.1067
H -1.942 -2.456 0.477 0.0751
H -1.662 -0.825 1.264 0.0912
H -1.991 -1.549 -1.794 0.1164
H -2.026 0.191 -1.283 0.0970
H 0.346 -0.605 -2.166 0.1150
H 0.283 -1.969 -0.954 0.0818
H 0.200 0.185 0.885 0.0975
H 0.874 1.045 -0.545 0.1135
H 2.956 0.185 -0.342 0.1150
H 2.313 -1.587 -0.202 0.0840
H 2.749 0.673 1.987 0.1219
H 1.587 -0.670 2.305 0.0655
H 4.342 -1.846 1.487 0.1026
H 4.565 -0.486 2.659 0.1104
H 2.320 -1.965 3.897 0.0661
H 4.025 -1.757 4.441 0.1153
H 4.658 -4.007 3.794 0.1179
H 2.890 -4.175 4.155 0.1020
H 4.375 -4.589 1.583 0.1200
H 2.911 -3.575 1.263 0.0924
H 2.534 -6.139 3.085 0.1639
H 3.814 -6.321 0.483 0.1799
H 3.649 -7.507 1.716 0.1980
H 2.658 -7.778 -0.711 0.1832
H 0.200 -6.572 -0.488 0.1506
H 1.832 -5.537 -0.554 0.1398
H 0.449 -6.292 2.188 0.1390
H -0.709 -4.457 0.724 0.0889
H 0.983 -3.748 0.418 0.0657
H -0.100 -3.575 5.023 0.0872
H 0.192 -5.163 4.131 0.0621
H -2.244 -4.816 5.105 0.0793
H -2.331 -4.943 3.238 0.0731
H -2.457 -3.340 4.077 0.0734
N -2.200 3.067 0.210 0.0605
C -3.357 2.557 -0.236 -0.1658
C -4.303 3.287 -0.938 -0.0756
C -4.041 4.626 -1.193 -0.0808
C -2.853 5.179 -0.741 -0.0747
C -1.970 4.362 -0.050 -0.1596
H -3.518 1.509 -0.011 0.0647
H -5.219 2.821 -1.277 0.0995
H -4.756 5.232 -1.738 0.1045
H -2.616 6.219 -0.921 0.0955
H -1.029 4.747 0.319 0.0762
N 0.748 5.330 -1.130 0.0553
C 0.567 5.553 -2.440 -0.1425
C 1.599 5.600 -3.363 -0.0668
C 2.896 5.411 -2.909 -0.0825
C 3.110 5.180 -1.558 -0.0797
C 2.010 5.148 -0.717 -0.1500
H -0.464 5.698 -2.746 0.0702
H 1.394 5.782 -4.411 0.1031
H 3.730 5.442 -3.601 0.1047
H 4.108 5.029 -1.168 0.0990
H 2.127 4.967 0.347 0.1025
N -2.065 7.000 -3.801 0.0433
C -1.491 8.211 -3.765 -0.1507
C -1.576 9.136 -4.792 -0.0680
C -2.292 8.791 -5.928 -0.0757
C -2.894 7.543 -5.992 -0.0713
C -2.753 6.691 -4.909 -0.1448
H -0.939 8.434 -2.857 0.1067
H -1.094 10.101 -4.707 0.1041
H -2.381 9.486 -6.754 0.1077
H -3.461 7.239 -6.863 0.1031
H -3.208 5.706 -4.911 0.1044
```

The electronic energy is -55637.4164 eV. Its HOMO energy is -10.40 eV. The HOMO-LUMO gap comes out at 7.35 eV. The net charge is +1.

***

No. 4
Entry from the Open Molecules 2025 dataset: a molecular structure, C4H6AsBFeIN3S4 (ωB97M-V/def2-TZVPD).

```
21
Properties=species:S:1:pos:R:3:mulliken_spin:R:1
Fe -0.847 0.909 -0.444 0.7969
S -3.578 4.654 -0.922 0.0265
As -3.473 2.539 -0.706 -0.0144
S -1.998 1.670 -2.101 0.1250
S -2.155 1.958 0.999 0.0659
S -5.388 1.755 -0.709 0.0166
I 2.570 -2.810 3.035 -0.0002
C 1.098 -1.558 2.332 -0.0007
C -0.037 -1.158 3.000 0.0005
N -0.703 -0.342 2.175 -0.0004
N -0.068 -0.197 1.002 -0.0173
C 1.044 -0.928 1.082 -0.0035
H -0.402 -1.394 3.984 0.0001
H -1.582 0.157 2.283 0.0039
H 1.722 -0.977 0.251 0.0011
B 2.727 -0.948 -2.776 -0.0007
C 1.456 -0.268 -2.140 0.0226
N 0.555 0.244 -1.627 -0.0262
H 3.106 -1.774 -1.964 -0.0001
H 2.405 -1.463 -3.823 0.0014
H 3.549 -0.069 -2.930 0.0033
```

The electronic energy is -156061.2644 eV. Its HOMO energy (spin up / spin down) is -4.58 / -4.56 eV. Its spin multiplicity is 2. The energy relative to the best compared isomer or geometry (same formula, charge and spin) is 0.0 kJ/mol. The HOMO-LUMO gap (spin up / spin down) comes out at 5.00 / 4.62 eV. The net charge is -1.

***

No. 5
Entry from the Open Molecules 2025 dataset: a single C3HFO3 molecule (ωB97M-V/def2-TZVPD).

```
8
Properties=species:S:1:pos:R:3:lowdin_charge:R:1
O -0.992 -0.121 3.422 0.1698
C -0.643 0.222 2.329 -0.4985
O -0.580 -0.540 1.207 0.1027
C -0.135 0.222 0.192 0.0243
C 0.087 1.550 0.805 -0.2801
F 0.461 2.707 0.332 0.1699
O -0.263 1.509 2.079 0.2096
H 0.249 -0.297 -0.618 0.1022
```

The electronic energy is -11985.3555 eV. Its HOMO energy is -9.13 eV. The energy relative to the best compared isomer or geometry (same formula, charge and spin) is 82.5 kJ/mol. The HOMO-LUMO gap comes out at 9.76 eV.

***

No. 6
Entry from the Open Molecules 2025 dataset: a single C10H11NO2Si molecule (ωB97M-V/def2-TZVPD).

```
25
Properties=species:S:1:pos:R:3:lowdin_charge:R:1
O -0.310 2.232 -1.475 -0.1767
Si -0.389 1.206 0.000 0.5266
O -0.676 2.115 1.333 -0.1090
C 1.275 0.329 0.029 -0.2199
C 2.465 1.049 0.080 -0.0978
C 3.689 0.407 0.116 -0.0876
C 3.745 -0.977 0.098 -0.0874
C 2.572 -1.709 0.046 -0.0843
C 1.350 -1.060 0.014 -0.0922
C -1.881 0.101 -0.093 -0.2849
C -2.239 -0.830 -1.047 -0.1034
C -3.460 -1.398 -0.658 -0.0988
C -3.820 -0.804 0.525 -0.1291
N -2.863 0.092 0.854 0.0200
H -1.029 2.852 -1.561 0.0211
H 0.011 2.675 1.682 0.0584
H 2.430 2.129 0.082 0.1022
H 4.602 0.984 0.156 0.1021
H 4.701 -1.481 0.122 0.1020
H 2.610 -2.789 0.029 0.1027
H 0.438 -1.637 -0.025 0.0938
H -1.674 -1.059 -1.929 0.1014
H -4.011 -2.153 -1.184 0.0908
H -4.684 -0.960 1.141 0.1078
H -2.852 0.685 1.666 0.1423
```

The electronic energy is -24014.2092 eV. Its HOMO energy is -8.41 eV. The energy relative to the best compared isomer or geometry (same formula, charge and spin) is 0.0 kJ/mol. The HOMO-LUMO gap comes out at 8.95 eV.

***

No. 7
Entry from the Open Molecules 2025 dataset: a molecular structure, C36H34ClN6O9PRuSe2 (ωB97M-V/def2-TZVPD).

```
90
Properties=species:S:1:pos:R:3:mulliken_spin:R:1
Ru -2.140 0.179 0.861 0.9973
O -3.099 -3.049 3.182 0.0273
C -2.307 -2.245 2.724 0.0045
O -2.385 -1.781 1.512 0.0497
C -1.161 -1.793 3.594 -0.0037
C -0.959 -2.456 4.776 -0.0007
C 0.114 -2.127 5.604 0.0003
C 0.957 -1.094 5.283 0.0006
C 0.740 -0.388 4.116 0.0043
C -0.291 -0.744 3.188 -0.0005
O -0.372 -0.202 2.034 -0.0041
N 1.646 0.732 3.866 0.0005
O 1.348 1.578 3.036 -0.0002
O 2.686 0.781 4.502 0.0002
N 0.347 -2.879 6.833 0.0000
O -0.402 -3.804 7.087 0.0001
O 1.282 -2.550 7.543 -0.0001
H -1.643 -3.246 5.050 0.0008
H 1.768 -0.822 5.939 -0.0001
Se -4.836 -0.095 1.537 -0.0425
P -4.706 0.069 -0.583 0.0027
Se -3.216 1.496 -1.216 -0.0482
C -4.321 -1.557 -1.318 0.0020
C -5.355 -2.459 -1.550 0.0006
C -5.084 -3.701 -2.106 0.0008
C -3.779 -4.051 -2.428 0.0003
C -2.742 -3.165 -2.176 0.0060
C -3.014 -1.922 -1.622 -0.0227
C -6.296 0.489 -1.365 0.0109
C -7.438 0.689 -0.604 -0.0027
C -8.644 0.989 -1.228 -0.0008
C -8.704 1.087 -2.610 -0.0005
C -7.556 0.900 -3.374 0.0002
C -6.353 0.605 -2.754 -0.0025
H -6.373 -2.195 -1.287 0.0001
H -5.893 -4.398 -2.284 0.0001
H -3.571 -5.016 -2.873 0.0003
H -1.721 -3.439 -2.412 0.0003
H -2.204 -1.232 -1.432 0.0003
H -7.377 0.610 0.475 -0.0003
H -9.535 1.152 -0.634 0.0001
H -9.646 1.312 -3.097 0.0000
H -7.601 0.989 -4.453 0.0001
H -5.452 0.466 -3.342 -0.0019
C 4.175 3.623 -2.911 0.0000
C 4.842 3.072 -1.646 -0.0002
C 4.986 4.207 -0.624 -0.0001
C 6.241 2.576 -2.043 0.0000
C 4.004 1.867 -1.086 0.0002
O 3.888 0.896 -2.113 -0.0002
C 4.741 1.178 0.070 -0.0001
C 4.015 0.046 0.815 0.0001
C 3.609 -1.177 0.021 0.0001
C 2.335 -1.709 0.175 0.0021
C 1.933 -2.845 -0.519 -0.0001
C 2.828 -3.459 -1.372 -0.0002
Cl 2.337 -4.879 -2.265 0.0000
C 4.117 -2.970 -1.524 0.0000
C 4.498 -1.838 -0.823 0.0000
C 2.628 2.427 -0.603 -0.0009
N 1.481 1.544 -0.797 0.0008
C 0.567 1.198 0.100 -0.0019
N -0.349 0.430 -0.487 -0.0296
C 0.049 0.383 -1.781 -0.0008
N 1.150 1.052 -2.018 0.0025
H 4.807 4.407 -3.338 0.0000
H 3.196 4.069 -2.722 0.0000
H 4.056 2.838 -3.658 0.0000
H 5.577 5.015 -1.063 0.0000
H 5.501 3.880 0.281 0.0000
H 4.022 4.630 -0.331 0.0000
H 6.727 3.316 -2.684 0.0000
H 6.171 1.638 -2.597 0.0000
H 6.880 2.423 -1.170 0.0000
H 2.998 0.899 -2.496 0.0001
H 4.988 1.929 0.823 0.0000
H 5.679 0.789 -0.331 0.0000
H 3.134 0.441 1.323 -0.0001
H 4.691 -0.276 1.611 0.0000
H 1.633 -1.245 0.856 -0.0029
H 0.935 -3.246 -0.385 -0.0001
H 4.811 -3.474 -2.184 0.0000
H 5.506 -1.457 -0.953 0.0000
H 2.397 3.361 -1.108 0.0000
H 2.670 2.627 0.467 0.0001
H 0.611 1.449 1.147 0.0180
H -0.472 -0.164 -2.551 0.0011
O -1.292 3.983 2.487 0.0030
C -1.744 2.929 2.157 0.0093
N -2.270 1.906 1.853 0.0208
```

The electronic energy is -220337.3989 eV. Its HOMO energy (spin up / spin down) is -5.82 / -5.77 eV. Its spin multiplicity is 2. The energy relative to the best compared isomer or geometry (same formula, charge and spin) is 175.6 kJ/mol. The HOMO-LUMO gap (spin up / spin down) comes out at 7.41 / 7.49 eV. The net charge is -1.

***

Copy entry 6 word for word.
Entry from the Open Molecules 2025 dataset: a single C10H11NO2Si molecule (ωB97M-V/def2-TZVPD).

```
25
Properties=species:S:1:pos:R:3:lowdin_charge:R:1
O -0.310 2.232 -1.475 -0.1767
Si -0.389 1.206 0.000 0.5266
O -0.676 2.115 1.333 -0.1090
C 1.275 0.329 0.029 -0.2199
C 2.465 1.049 0.080 -0.0978
C 3.689 0.407 0.116 -0.0876
C 3.745 -0.977 0.098 -0.0874
C 2.572 -1.709 0.046 -0.0843
C 1.350 -1.060 0.014 -0.0922
C -1.881 0.101 -0.093 -0.2849
C -2.239 -0.830 -1.047 -0.1034
C -3.460 -1.398 -0.658 -0.0988
C -3.820 -0.804 0.525 -0.1291
N -2.863 0.092 0.854 0.0200
H -1.029 2.852 -1.561 0.0211
H 0.011 2.675 1.682 0.0584
H 2.430 2.129 0.082 0.1022
H 4.602 0.984 0.156 0.1021
H 4.701 -1.481 0.122 0.1020
H 2.610 -2.789 0.029 0.1027
H 0.438 -1.637 -0.025 0.0938
H -1.674 -1.059 -1.929 0.1014
H -4.011 -2.153 -1.184 0.0908
H -4.684 -0.960 1.141 0.1078
H -2.852 0.685 1.666 0.1423
```

The electronic energy is -24014.2092 eV. Its HOMO energy is -8.41 eV. The energy relative to the best compared isomer or geometry (same formula, charge and spin) is 0.0 kJ/mol. The HOMO-LUMO gap comes out at 8.95 eV.

***

electronic energy of number 5 (C3HFO3)? -11985.3555 eV

***

Which formula does entry 3 have? C34H54FN4S